(1)
A cluster of 3 separate species, C4H13NO3 in total. Source: the Open Molecules 2025 dataset; level of theory: wB97M-V/def2-TZVPD.

Element x y z (Å)
C: 1.6751 -1.5531 -0.9438
C: 0.5499 -0.6372 -0.3835
N: -0.5127 -0.2334 -1.3340
C: 0.0449 -1.2906 0.9489
C: 0.5368 -0.6957 2.2224
O: 0.9984 -1.3093 3.1315
H: 1.2773 -2.6621 -1.0443
H: 2.5643 -1.3806 -0.4240
H: 1.9052 -1.0982 -1.9594
H: 1.0977 0.2863 -0.0850
H: -0.2968 0.0641 -2.2962
H: -1.0982 -1.0437 -1.6352
H: 0.3499 -2.3713 1.0325
H: -1.0793 -1.3429 1.1434
H: 0.5154 0.4170 2.2441
O: -0.2049 3.3157 0.2389
H: -0.3057 3.1462 1.1046
H: -1.0971 3.6303 -0.1058
O: -2.2516 1.9012 -0.3531
H: -1.6629 1.1507 -0.6426
H: -3.0059 1.7065 -0.8593

* HOMO-LUMO gap: 0.3897 Eh
* charge: 0
* SMILES: C[C@@H](N)CC=O.O.O

Atomic partial charges in e from the Löwdin method, atoms 1 to 4: -0.071, -0.421, 0.005, -0.134

***

(2)
A cluster of 4 separate species, C4H13NO3 in total. Source: the Open Molecules 2025 dataset; level of theory: wB97M-V/def2-TZVPD.

Element x y z (Å)
C: 1.8513 0.8608 0.0848
N: 1.2399 -0.4175 0.2252
C: 2.1390 -1.5621 0.1905
C: -0.0560 -0.6330 0.0511
C: -0.8007 0.0073 -1.0130
O: -1.9316 -0.4621 -1.3176
H: 1.4280 1.6157 0.7372
H: 2.8631 0.7894 0.4876
H: 1.9018 1.2351 -0.9514
H: 3.0461 -1.2171 0.6888
H: 2.3859 -1.8242 -0.8389
H: 1.7011 -2.3871 0.7579
H: -0.3172 -1.6871 0.0870
H: 0.6894 0.0212 -2.2373
H: -0.6068 0.9928 -1.4262
H: -3.0746 -0.0497 -0.1222
H: -4.4172 0.5070 0.4322
O: -3.5843 0.1167 0.6962
H: -1.0256 0.7728 1.0736
H: -2.2021 1.6145 1.1648
O: -1.2295 1.7066 1.2297

* HOMO-LUMO gap: 0.2257 Eh
* charge: 0

Atomic partial charges in e from the Löwdin method, atoms 1 to 4: -0.054, -0.229, -0.015, -0.027

***

(3)
A cluster of 4 separate species, C4H13NO3 in total. Source: the Open Molecules 2025 dataset; level of theory: wB97M-V/def2-TZVPD.

Element x y z (Å)
C: 1.8691 0.7726 0.5957
C: 0.5063 1.0896 0.4716
N: -0.1618 0.3470 -0.5618
C: 0.4504 -0.1654 -1.7879
C: -1.4995 0.7829 -0.8061
O: -0.1670 1.8564 1.2341
H: 2.4435 1.4507 1.2591
H: 2.4207 0.0879 -0.0505
H: 1.2470 2.2963 -0.9681
H: -0.2692 -1.0018 -2.1676
H: 1.3447 -0.6646 -1.6238
H: 0.6691 0.4828 -2.5874
H: -1.4878 1.5014 -1.6809
H: -2.0420 -0.0957 -1.1160
H: -1.9823 1.2999 0.1626
H: 0.4696 -0.5381 1.9645
H: -0.7343 -0.0685 2.7224
O: -0.3382 -0.8866 2.3527
H: -0.5890 -3.4983 1.1207
H: -0.9863 -2.0935 0.8824
O: -1.1629 -2.9548 0.5844

* HOMO-LUMO gap: 0.2347 Eh
* charge: 0

Atomic partial charges in e from the Löwdin method, atoms 1 to 4: 0.189, -0.681, -0.231, -0.092

***

(4)
A cluster of 3 separate species, C4H13NO3 in total. Source: the Open Molecules 2025 dataset; level of theory: wB97M-V/def2-TZVPD.

Element x y z (Å)
C: 1.6138 -0.5746 0.8041
C: 0.7572 0.2709 1.7632
C: 1.5459 0.3550 -0.4984
N: 0.4044 -0.2034 -1.4630
C: -0.3256 0.8773 -2.0532
O: 1.4222 1.6617 -0.3208
H: 1.0851 -1.6700 0.6327
H: 2.6171 -0.9341 1.3531
H: 0.5538 -0.1410 2.7588
H: 1.3001 1.1860 1.8624
H: -0.1730 0.4428 1.3326
H: -0.1524 -0.9596 -1.0773
H: 0.0544 1.1134 -3.0129
H: -0.4327 1.8106 -1.3904
H: -1.3969 0.5588 -2.1517
H: 2.5212 0.1147 -1.0353
H: -2.6873 -2.2887 0.1228
O: -1.8781 -1.8263 -0.0807
H: -2.8130 0.3315 1.3902
H: -1.8765 -0.5861 0.3939
O: -2.1397 0.4611 0.6700

* HOMO-LUMO gap: 0.1346 Eh
* charge: 0

Atomic partial charges in e from the Löwdin method, atoms 1 to 4: -0.120, -0.105, -0.398, 0.117

***

(5)
A cluster of 4 separate species, C4H13NO3 in total. Source: the Open Molecules 2025 dataset; level of theory: wB97M-V/def2-TZVPD.

Element x y z (Å)
C: -0.3763 -2.2505 0.2201
N: 0.3438 -1.3886 -0.5977
C: 1.0913 -2.0217 -1.6607
C: 0.6523 0.0557 -0.2888
C: 0.0561 1.0880 -0.9754
O: 0.2748 2.2814 -0.7567
H: -0.0644 -2.3001 1.3229
H: -0.3549 -3.3527 -0.2721
H: -1.4331 -2.0391 0.3712
H: 2.0034 -2.5486 -1.2410
H: 0.3660 -2.7194 -2.2443
H: 1.7070 -1.3035 -2.1069
H: 1.5428 0.2756 0.3379
H: -0.4536 -1.0663 -2.2845
H: -0.8122 0.8970 -1.6587
H: 0.0205 2.4686 0.8879
H: 0.4809 3.0570 2.2439
O: 0.0624 2.2873 1.8925
H: -1.0345 0.2047 0.9301
H: -1.6843 0.7015 2.2224
O: -1.7412 -0.0415 1.6022

* HOMO-LUMO gap: 0.2081 Eh
* charge: 0

Atomic partial charges in e from the Löwdin method, atoms 1 to 4: -0.113, -0.244, -0.177, -0.100

***

(6)
A cluster of 2 separate species, C4H13NO3 in total. Source: the Open Molecules 2025 dataset; level of theory: wB97M-V/def2-TZVPD.

Element x y z (Å)
C: -1.3676 -0.5749 1.4898
O: -2.1098 0.3304 2.2895
C: -0.9519 0.0592 0.1757
C: 0.0333 -0.8389 -0.6758
C: 1.3151 -0.1283 -1.1210
O: -0.5782 -1.5400 -1.7551
N: -2.0493 0.6384 -0.4778
H: -1.9983 -1.4732 1.4952
H: -0.5168 -0.8024 2.1248
H: -0.3619 0.8963 0.5241
H: 0.3127 -1.6536 -0.0334
H: 1.2029 0.1608 -2.1530
H: 2.1486 -0.8071 -1.0711
H: 1.4347 0.8355 -0.6515
H: -1.3203 -1.0814 -2.1452
H: -2.7865 0.0457 -0.8309
H: -1.8794 1.4486 -1.0657
H: -2.5163 1.0309 1.7864
H: 3.8914 1.7669 0.1775
H: 4.4132 0.5305 1.0357
O: 3.6845 1.1567 0.8821

* HOMO-LUMO gap (spin up / spin down): 0.3967 / 0.1903 Eh
* multiplicity: 2
* charge: +1

Atomic partial charges in e from the Löwdin method, atoms 1 to 4: -0.173, 0.005, -0.250, -0.287

***

(7)
A cluster of 2 separate species, C4H13NOS in total. Source: the Open Molecules 2025 dataset; level of theory: wB97M-V/def2-TZVPD.

Element x y z (Å)
C: 0.6315 2.0895 -2.2434
S: -0.6624 2.2258 -0.9821
C: -0.4140 0.7009 0.0152
C: -0.0878 -0.5746 -0.8387
C: -0.7965 -1.7847 -0.2191
N: -0.5221 -2.0898 1.1683
H: 1.5037 1.5543 -1.8673
H: 0.2232 1.5480 -3.0935
H: 0.9955 3.0613 -2.5656
H: 0.3836 0.9572 0.7074
H: -1.3661 0.5466 0.5173
H: -0.5189 -0.3523 -1.8086
H: 0.9929 -0.6919 -0.8043
H: -0.5481 -2.6668 -0.8229
H: -1.8542 -1.5749 -0.4192
H: -1.3639 -2.2330 1.7064
H: -0.0387 -1.3580 1.6659
O: 0.8113 0.0118 3.2289
H: 1.4267 0.3664 2.5899
H: 1.2043 0.2641 4.0654

* HOMO-LUMO gap: 0.3306 Eh
* charge: 0
* SMILES: CSCCCN.O

Atomic partial charges in e from the Löwdin method, atoms 1 to 4: -0.429, 0.773, -0.501, -0.241

***

(8)
A cluster of 2 separate species, C4H13NOS in total. Source: the Open Molecules 2025 dataset; level of theory: wB97M-V/def2-TZVPD.

Element x y z (Å)
C: -0.8327 -0.8776 -2.5117
C: -0.9973 -0.6078 -1.0326
N: -0.0050 -1.2665 -0.1032
C: -0.3361 -1.1112 1.3220
C: 0.2377 0.2130 1.9612
S: 2.0216 0.5130 1.6794
H: -0.0306 -0.3810 -3.0362
H: -0.7706 -2.0082 -2.3476
H: -1.7729 -0.6434 -3.0214
H: -1.9244 -1.1422 -0.7012
H: -0.9961 0.4979 -0.7724
H: 0.7363 -0.6114 -0.1540
H: -0.0840 -2.0330 1.9202
H: -1.4068 -1.1167 1.5383
H: -0.2453 1.0330 1.4613
H: 0.0649 0.2947 3.1412
H: 2.2331 1.2652 2.7005
O: 1.7091 2.8774 -0.6090
H: 1.1866 2.8409 -1.3394
H: 1.2124 2.2639 -0.0955

* HOMO-LUMO gap: 0.3621 Eh
* charge: 0
* SMILES: CCNCCS.O

Atomic partial charges in e from the Löwdin method, atoms 1 to 4: -0.101, -0.307, -0.079, -0.299

***

(9)
A cluster of 2 separate species, C4H13NOS in total. Source: the Open Molecules 2025 dataset; level of theory: wB97M-V/def2-TZVPD.

Element x y z (Å)
N: -1.7173 0.2393 1.6023
C: -0.6941 1.0152 0.9429
C: 0.6452 0.2132 1.0395
C: 0.5065 -1.1268 0.3070
C: 1.2908 -1.1692 -1.0584
S: 3.0643 -1.5769 -0.9978
H: -2.6103 0.6360 1.3667
H: -1.6476 0.1007 2.6009
H: -0.9736 0.9655 -0.1223
H: -0.4691 2.0516 1.2310
H: 1.4100 0.7647 0.4854
H: 0.8758 0.1736 2.1042
H: -0.4961 -1.3488 -0.0504
H: 0.7974 -1.9759 0.9244
H: 1.1917 -0.1279 -1.3802
H: 0.7535 -1.7926 -1.7684
H: 3.5763 -0.3506 -0.9493
O: -1.8868 1.3579 -2.3559
H: -2.4097 1.2425 -1.5706
H: -1.2070 0.7085 -2.3508

* HOMO-LUMO gap: 0.3605 Eh
* charge: 0
* SMILES: NCCCCS.O

Atomic partial charges in e from the Löwdin method, atoms 1 to 4: -0.003, -0.292, -0.197, -0.272

***

(10)
A cluster of 2 separate species, C4H13NOS in total. Source: the Open Molecules 2025 dataset; level of theory: wB97M-V/def2-TZVPD.

Element x y z (Å)
C: 2.5755 0.9288 -1.7561
C: 1.4439 0.8779 -0.7046
C: 0.1923 1.7557 -1.0939
S: -1.1330 1.8136 0.1593
H: 3.4696 0.3698 -1.4459
H: 2.8746 1.9676 -1.9905
H: 2.1974 0.4730 -2.6860
H: 1.1075 -0.1570 -0.5788
H: 1.8366 1.2245 0.2676
H: -0.2588 1.4070 -2.0342
H: 0.5498 2.7921 -1.2437
H: -1.9320 2.5115 -0.6360
N: -0.5447 -3.5921 1.0845
C: -1.2003 -2.2989 1.0804
O: -0.2269 -1.2608 1.2138
H: 0.1875 -3.5044 0.3408
H: -0.0162 -3.6197 1.9287
H: -1.6916 -2.1782 0.1037
H: -1.9498 -2.2329 1.8889
H: -0.6861 -0.4206 1.0804

* HOMO-LUMO gap: 0.3701 Eh
* charge: 0
* SMILES: CCCS.NCO

Atomic partial charges in e from the Löwdin method, atoms 1 to 4: -0.120, -0.315, -0.559, 0.715

***

(11)
A cluster of 2 separate species, C4H13NOS in total. Source: the Open Molecules 2025 dataset; level of theory: wB97M-V/def2-TZVPD.

Element x y z (Å)
C: -1.1299 1.0685 1.4886
S: 0.5958 0.7975 0.9089
C: 0.4357 -0.0917 -0.6842
C: -0.1499 -1.4861 -0.7163
C: -1.6780 -1.5388 -0.5650
N: -2.3680 -2.6740 -1.1262
H: -1.1770 2.0956 1.8402
H: -1.3495 0.3631 2.2810
H: -1.7634 0.8632 0.6508
H: 1.4732 -0.0418 -1.0229
H: -0.1190 0.5910 -1.3279
H: 0.3122 -2.0422 0.0988
H: 0.1048 -2.0589 -1.6157
H: -1.9205 -1.4472 0.5072
H: -2.1258 -0.5941 -0.8972
H: -2.2522 -2.6931 -2.1219
H: -2.0865 -3.5151 -0.6531
O: 5.4709 4.1714 1.0406
H: 4.7474 4.7187 1.3830
H: 4.9797 3.5138 0.5315

* HOMO-LUMO gap: 0.3394 Eh
* charge: 0
* SMILES: CSCCCN.O

Atomic partial charges in e from the Löwdin method, atoms 1 to 4: -0.387, 0.770, -0.524, -0.257

***

(12)
The ion C4H13NPS with charge +1. Source: the Open Molecules 2025 dataset; level of theory: wB97M-V/def2-TZVPD.

Element x y z (Å)
C: -0.5056 -1.6421 -1.3459
C: 0.4035 -0.6533 -0.2680
S: 1.7472 0.0732 -1.1556
P: 2.8424 0.2216 0.6230
N: -0.3471 0.3925 0.4244
C: -0.9317 1.3833 -0.5223
C: -1.3093 -0.0581 1.3539
H: -1.3779 -1.1445 -1.7092
H: -0.8298 -2.4652 -0.8439
H: 0.2935 -1.9576 -2.0481
H: 0.7184 -1.1780 0.6266
H: 4.2029 0.0940 0.5252
H: 2.8804 1.6255 0.5228
H: 0.4060 0.8674 0.8980
H: -1.2424 2.2700 -0.0087
H: -0.3799 1.6345 -1.2988
H: -1.8662 0.9523 -0.8906
H: -2.1027 -0.6049 0.9222
H: -0.8170 -0.6016 2.2387
H: -1.7848 0.7910 1.9564

* HOMO-LUMO gap: 0.3968 Eh
* charge: +1
* SMILES: C[C@@H](SP)[NH+](C)C

Atomic partial charges in e from the Löwdin method, atoms 1 to 4: 0.013, -0.692, 0.629, 0.595

***

ΔE to the lowest compared entry with this formula, charge and spin in kJ/mol, matching the order above: 231.3; 619.6; 645.8; 925.3; 816.0; 245.7; 83.0; 206.1; 99.4; 69.2; 79.7; 177.6